A structure of composition C19H31BeN7OS2. Source: the Open Molecules 2025 dataset; level of theory: wB97M-V/def2-TZVPD.

Each line ends with the Löwdin charge.
Cartesian coordinates (Å):
Be  -0.27  -0.86  0.56  -0.040
N  -0.95  -1.25  2.18  0.031
C  -0.24  -2.12  3.17  -0.188
C  0.23  -3.43  2.55  -0.168
C  1.63  -3.35  1.90  -0.174
C  1.62  -3.07  0.41  -0.192
N  1.23  -1.67  0.09  0.004
H  -1.23  -0.41  2.67  0.117
H  -1.83  -1.73  1.98  0.121
H  -0.91  -2.33  4.01  0.128
H  0.62  -1.57  3.56  0.119
H  -0.51  -3.78  1.82  0.119
H  0.26  -4.18  3.34  0.124
H  2.14  -4.29  2.05  0.126
H  2.21  -2.58  2.42  0.116
H  0.94  -3.76  -0.08  0.108
H  2.62  -3.26  0.01  0.131
H  1.20  -1.54  -0.93  0.015
H  2.01  -1.08  0.38  0.108
N  -4.90  -3.32  -3.82  0.199
C  -5.04  -2.58  -2.70  -0.499
O  -6.08  -2.32  -2.16  0.109
C  -3.75  -2.10  -2.06  -0.083
C  -2.63  -2.92  -1.92  0.036
C  -1.59  -2.48  -1.13  -0.089
N  -1.57  -1.30  -0.51  -0.046
C  -2.64  -0.49  -0.69  -0.103
C  -3.73  -0.86  -1.44  0.048
H  -5.74  -3.67  -4.26  0.131
H  -4.03  -3.46  -4.29  0.111
H  -2.58  -3.90  -2.37  0.131
H  -0.72  -3.12  -0.99  0.102
H  -2.59  0.48  -0.21  0.090
H  -4.59  -0.21  -1.52  0.140
S  0.41  -0.02  -2.64  0.615
C  1.48  1.24  -3.00  -0.767
N  0.98  2.49  -3.18  0.056
C  1.73  3.57  -3.53  -0.055
C  3.08  3.44  -3.67  -0.043
C  3.65  2.17  -3.48  -0.027
C  2.87  1.09  -3.15  -0.079
H  -0.02  2.59  -3.08  0.142
H  1.21  4.50  -3.68  0.136
H  3.68  4.29  -3.94  0.118
H  4.72  2.04  -3.59  0.123
H  3.29  0.10  -3.04  0.108
S  0.01  1.25  0.27  0.800
C  0.54  2.34  1.51  -0.712
N  1.54  2.09  2.34  0.038
C  2.11  3.11  3.22  -0.140
C  1.00  4.05  3.67  -0.146
C  0.34  4.63  2.43  -0.138
N  -0.06  3.53  1.54  0.029
H  2.02  1.21  2.25  0.133
H  2.89  3.67  2.68  0.134
H  2.58  2.62  4.07  0.132
H  1.41  4.85  4.28  0.131
H  0.27  3.50  4.25  0.128
H  1.02  5.30  1.90  0.133
H  -0.55  5.20  2.69  0.134
H  -0.81  3.67  0.89  0.132

Properties
Relative energy (zero: lowest compared OMol25 entry of this formula, charge and spin) (kJ/mol): 26.2
M (g/mol): 446.651
Net charge: +2

---

A structure of composition C19H31F13Li2N4O3P2 in a non-equilibrium geometry. Source: the Open Molecules 2025 dataset; level of theory: wB97M-V/def2-TZVPD.

Each line ends with the Löwdin charge.
Cartesian coordinates (Å):
Li  -2.87  -9.56  -13.20  0.707
Li  -2.01  -9.02  -9.55  0.564
P  -4.24  -6.78  -13.21  0.217
F  -5.36  -7.87  -13.56  -0.142
F  -3.34  -7.91  -12.33  -0.277
F  -3.41  -7.27  -14.48  -0.173
F  -3.05  -5.67  -13.03  -0.179
F  -4.90  -5.62  -14.11  -0.151
F  -5.07  -6.35  -11.83  -0.167
P  -2.72  -11.57  -11.01  0.166
F  -2.25  -13.09  -10.84  -0.114
F  -4.30  -11.93  -11.25  -0.139
F  -2.91  -11.16  -9.44  -0.173
F  -3.12  -10.07  -11.35  -0.249
F  -1.21  -11.07  -10.76  -0.181
F  -2.39  -11.73  -12.60  -0.190
C  2.16  -4.84  -10.45  -0.094
C  1.55  -5.02  -9.02  -0.214
C  0.04  -5.16  -9.25  -0.184
C  -0.33  -6.49  -9.76  -0.126
N  -0.73  -7.58  -10.08  0.116
H  2.10  -5.78  -10.99  0.045
H  3.21  -4.56  -10.37  0.071
H  1.65  -4.09  -11.05  0.079
H  1.69  -4.08  -8.49  0.107
H  2.02  -5.83  -8.46  0.115
H  -0.35  -4.42  -9.95  0.126
H  -0.59  -4.94  -8.39  0.127
C  2.48  -11.66  -9.52  -0.106
C  1.25  -12.56  -9.51  -0.247
C  0.43  -12.56  -8.20  -0.158
C  -0.13  -11.22  -8.01  -0.182
N  -0.62  -10.13  -7.97  0.126
H  3.07  -12.00  -10.38  0.068
H  3.18  -11.71  -8.68  0.073
H  2.34  -10.60  -9.73  0.068
H  1.53  -13.59  -9.76  0.111
H  0.64  -12.29  -10.36  0.091
H  1.04  -12.68  -7.31  0.117
H  -0.30  -13.37  -8.18  0.124
C  3.46  -9.32  -13.76  -0.108
C  2.57  -8.22  -14.40  -0.231
C  1.43  -7.67  -13.43  -0.110
C  0.26  -8.66  -13.51  -0.179
N  -0.65  -9.31  -13.59  0.154
H  3.96  -8.92  -12.87  0.063
H  4.38  -9.68  -14.23  0.071
H  2.74  -10.08  -13.47  0.068
H  2.21  -8.61  -15.35  0.104
H  3.26  -7.43  -14.71  0.096
H  1.03  -6.75  -13.85  0.115
H  1.69  -7.53  -12.38  0.086
C  -7.09  -7.13  -8.63  -0.073
C  -7.41  -8.05  -9.85  -0.227
C  -6.32  -9.01  -10.21  -0.174
C  -4.98  -8.64  -9.63  -0.191
N  -3.97  -8.34  -9.17  0.136
H  -7.93  -6.52  -8.29  0.074
H  -6.30  -6.40  -8.81  0.072
H  -6.69  -7.74  -7.82  0.056
H  -7.66  -7.52  -10.77  0.108
H  -8.29  -8.69  -9.69  0.097
H  -6.27  -8.98  -11.30  0.108
H  -6.53  -10.08  -10.12  0.116
C  -8.41  -10.36  -6.56  -0.048
C  -7.00  -10.78  -6.40  -0.415
O  -6.57  -10.10  -5.28  0.156
C  -7.43  -9.10  -4.96  -0.489
O  -7.34  -8.30  -4.02  0.131
O  -8.41  -9.11  -5.88  0.060
F  -6.29  -10.53  -7.45  0.138
H  -9.09  -11.03  -6.04  0.145
H  -8.78  -10.04  -7.53  0.144
H  -6.98  -11.85  -6.21  0.173

Properties
M (g/mol): 686.286
Net charge: 0

---

A structure of composition C19H31F7LiN4O3P in a non-equilibrium geometry. Source: the Open Molecules 2025 dataset; level of theory: wB97M-V/def2-TZVPD.

Each line ends with the Löwdin charge.
Cartesian coordinates (Å):
Li  0.23  -5.22  -2.29  0.947
P  0.39  -1.32  -0.67  0.188
F  1.81  -1.00  0.09  -0.183
F  0.20  -2.72  0.16  -0.219
F  -0.39  -0.63  0.55  -0.161
F  -0.98  -1.71  -1.49  -0.201
F  0.53  0.10  -1.47  -0.169
F  1.25  -2.15  -1.80  -0.218
C  1.21  6.72  1.14  -0.107
C  2.51  5.98  0.69  -0.235
C  2.83  4.68  1.54  -0.169
C  4.23  4.17  1.27  -0.214
N  5.31  3.74  1.08  0.112
H  0.31  6.11  1.21  0.067
H  1.05  7.58  0.48  0.065
H  1.34  7.15  2.13  0.065
H  3.29  6.74  0.63  0.103
H  2.48  5.62  -0.33  0.097
H  2.14  3.84  1.48  0.114
H  2.82  4.94  2.60  0.103
C  1.27  -0.01  7.05  -0.093
C  0.04  -0.80  6.49  -0.261
C  0.42  -2.06  5.82  -0.220
C  1.22  -3.02  6.66  -0.197
N  1.81  -3.73  7.40  0.119
H  1.90  -0.59  7.72  0.066
H  0.95  0.96  7.43  0.066
H  1.97  0.27  6.26  0.070
H  -0.47  -0.12  5.81  0.109
H  -0.69  -1.10  7.25  0.108
H  1.07  -1.87  4.96  0.117
H  -0.45  -2.57  5.39  0.116
C  -7.38  -5.14  -2.42  -0.105
C  -7.48  -6.03  -1.18  -0.268
C  -6.33  -5.86  -0.17  -0.196
C  -5.00  -6.17  -0.65  -0.216
N  -3.93  -6.36  -1.09  0.123
H  -8.26  -5.16  -3.06  0.077
H  -6.42  -5.32  -2.92  0.070
H  -7.31  -4.14  -1.99  0.073
H  -7.45  -7.08  -1.47  0.106
H  -8.47  -5.80  -0.78  0.110
H  -6.69  -6.38  0.72  0.121
H  -6.30  -4.81  0.10  0.120
C  7.38  1.16  -4.19  -0.102
C  6.52  0.14  -3.45  -0.271
C  7.28  -1.01  -2.88  -0.212
C  7.95  -1.78  -3.95  -0.238
N  8.52  -2.35  -4.78  0.135
H  8.39  1.39  -3.86  0.078
H  6.87  2.12  -4.29  0.072
H  7.46  0.68  -5.17  0.069
H  5.84  -0.30  -4.17  0.114
H  5.96  0.60  -2.63  0.113
H  6.66  -1.73  -2.35  0.118
H  8.05  -0.78  -2.15  0.124
C  -3.86  3.27  -2.11  -0.047
C  -4.51  2.89  -3.52  -0.279
O  -5.94  2.90  -3.23  0.147
C  -6.12  3.67  -2.18  -0.536
O  -7.20  3.90  -1.68  0.153
O  -4.90  4.09  -1.64  0.033
F  -4.12  1.70  -3.97  0.088
H  -2.91  3.77  -2.30  0.136
H  -3.78  2.35  -1.52  0.140
H  -4.13  3.57  -4.29  0.165

Properties
Relative energy (zero: lowest compared OMol25 entry of this formula, charge and spin) (kJ/mol): 549.6
M (g/mol): 534.383
Net charge: 0

---

| no. | DFT total energy (eV) | highest occupied orbital energy (eV) |
| --- | --- | --- |
| 1 | -54748.710 | -12.77 |
| 2 | -86638.486 | -11.11 |
| 3 | -60828.010 | -11.14 |